This record from the OMol25 dataset describes a molecular structure, C28H40ErNO2 in a non-equilibrium geometry. The level of theory is ωB97M-V/def2-TZVPD.

- expectation value of S² = 3.75
- HOMO (spin up / spin down) (eV) = -6.76 / -6.79
- DFT total energy (hartree) = -2311.00192

ORCA input file:
```
! RIJCOSX wB97M-V def2-TZVPD def2/J DEFGRID3
* xyz 0 4
H -2.898 -2.313 0.903
C 0.985 -1.905 -0.264
H -0.984 0.717 -3.780
H 3.101 -1.204 -0.500
C 0.117 5.094 0.437
H 2.180 5.143 -0.299
H -4.029 -2.500 2.133
C 0.717 -0.978 1.834
C -1.431 1.351 3.716
C 1.934 -0.507 1.278
C -2.366 0.901 -2.047
H 3.008 1.208 -5.260
H -1.485 3.689 0.623
H 2.210 2.154 -3.115
H 0.951 5.156 -1.577
H 4.141 1.343 -2.401
C -2.491 -0.786 3.941
H -0.170 -1.559 -2.597
C 2.141 -1.158 0.032
H -0.984 2.227 4.154
H 2.213 2.792 -0.568
H -0.706 5.615 -0.056
H -2.348 -3.317 4.605
H -0.853 -3.979 4.068
C -2.949 -2.311 1.998
C 3.166 -1.847 -3.595
H 0.667 1.285 -3.444
C -2.513 -4.711 2.342
H 3.975 -2.290 -4.174
H 0.510 5.747 1.229
H -2.500 -5.046 1.316
C -1.569 -3.193 3.848
H -1.021 -2.283 4.034
H -2.886 1.831 -2.258
C 0.101 -1.796 0.835
H 0.837 -2.545 -1.132
H -3.514 -4.881 2.736
C -0.959 -0.898 -2.250
H 0.773 2.982 -1.674
H -1.868 -5.392 2.891
C 2.450 0.522 -4.625
H 5.231 0.695 -3.540
C 3.194 -0.338 -3.505
C 4.426 0.380 -2.886
H -3.692 -0.080 -0.540
H 4.899 -0.243 -2.129
H -0.804 -2.360 0.971
C -2.548 -0.974 2.535
C -1.806 0.273 4.498
H -2.084 -2.203 -0.862
O 2.143 0.031 -2.592
H -1.601 0.237 5.560
H 2.232 -2.153 -4.071
H 2.608 0.180 1.780
C -2.078 0.071 1.800
C -1.636 1.252 2.339
H -1.488 2.135 1.725
H 1.720 -0.018 -5.260
C 1.749 1.174 -3.413
C -1.307 0.354 -2.814
H -2.917 -1.523 4.606
O 0.296 2.622 0.286
H -0.368 3.701 2.032
C -0.432 3.770 0.936
C 1.212 3.215 -0.707
N -2.106 -3.348 2.536
Er -0.585 0.579 0.112
H 0.441 -0.896 2.879
C -1.936 -1.226 -1.289
C -2.797 -0.107 -1.140
C 1.199 4.752 -0.582
H 3.180 -2.309 -2.605
*
```